Model one:
C4H10IN2S | wB97M-V/def2-TZVPD

molecular weight: 245.11 g mol⁻¹
multiplicity: 1
HOMO energy (spin up / spin down): -12.72 / -12.72 eV
lowest unoccupied orbital energy (spin up / spin down): -5.78 / -5.78 eV
Kohn-Sham gap (spin up / spin down): 6.93 / 6.93 eV
charge: +1

Positions of all 18 atoms, in Å:
C1 1.582 -0.122 -0.030
C2 -0.394 1.292 0.385
C3 0.264 0.018 0.289
C4 2.248 -1.402 -0.173
N1 0.539 2.537 -0.778
N2 -0.483 -1.098 0.696
S1 -1.796 1.943 0.784
I1 -4.340 -0.761 -0.066
H1 2.274 0.683 -0.248
H2 2.954 -1.449 0.691
H3 2.622 -1.294 -1.146
H4 1.537 -2.280 -0.241
H5 0.145 3.472 -0.591
H6 0.270 2.137 -1.651
H7 -1.410 -0.916 0.681
H8 -3.505 -1.750 -1.042
H9 -0.286 -2.075 0.666
H10 -2.220 1.066 1.774

Model two:
C4H10IN2S | wB97M-V/def2-TZVPD

molecular weight: 245.11 g mol⁻¹
multiplicity: 1
HOMO energy: -12.61 eV
lowest unoccupied orbital energy: -4.90 eV
Kohn-Sham gap: 7.72 eV
charge: +1

Positions of all 18 atoms, in Å:
C1 -0.381 -0.270 -1.545
C2 -1.311 -0.066 -0.479
C3 0.018 0.525 -0.357
C4 -0.010 -1.729 -1.891
N1 -0.036 1.193 2.435
N2 1.059 -0.022 0.472
S1 -2.525 -0.483 0.400
I1 0.421 2.646 -0.644
H1 -0.475 0.363 -2.577
H2 0.323 -2.142 -0.977
H3 0.775 -1.729 -2.661
H4 -0.911 -2.071 -2.307
H5 0.677 0.537 1.808
H6 -0.832 0.563 2.497
H7 0.901 -0.984 0.660
H8 2.030 0.244 0.016
H9 -0.230 2.063 1.933
H10 0.507 1.363 3.219

Decreasing stability: model two, model one

Model one:
C3H13NO2S | wB97M-V/def2-TZVPD

molecular weight: 127.21 g mol⁻¹
multiplicity: 2
HOMO energy (spin up / spin down): -14.42 / -13.30 eV
expectation value of S²: 0.756
lowest unoccupied orbital energy (spin up / spin down): -3.48 / -9.05 eV
Kohn-Sham gap (spin up / spin down): 10.94 / 4.25 eV
charge: +1

Positions of all 20 atoms, in Å:
C1 0.422 1.368 -2.022
N1 0.977 0.843 -0.784
C2 0.071 -0.007 -0.030
C3 0.674 -0.317 1.332
S1 -0.736 -0.875 2.300
H1 0.287 0.582 -2.760
H2 -0.513 1.923 -1.893
H3 1.054 2.140 -2.455
H4 1.152 1.631 -0.149
H5 -0.072 -0.908 -0.640
H6 -0.955 0.410 0.088
H7 1.104 0.589 1.757
H8 1.397 -1.135 1.221
H9 -0.316 -0.471 3.552
H10 -3.443 1.354 -0.557
H11 -2.944 2.001 -1.753
O1 -2.854 1.181 -1.287
H12 2.241 -0.657 -1.235
H13 2.059 -1.932 -2.082
O2 2.450 -1.615 -1.265

Model two:
C3H13NO2S | wB97M-V/def2-TZVPD

molecular weight: 127.21 g mol⁻¹
multiplicity: 2
HOMO energy (spin up / spin down): -12.89 / -12.85 eV
expectation value of S²: 0.754
lowest unoccupied orbital energy (spin up / spin down): -4.06 / -8.98 eV
Kohn-Sham gap (spin up / spin down): 8.83 / 3.87 eV
charge: +1

Positions of all 20 atoms, in Å:
C1 0.082 -0.676 -0.964
C2 -0.363 0.866 -0.532
C3 0.320 1.925 -1.196
S1 0.044 3.608 -0.561
N1 -0.880 -1.696 -0.617
H1 1.053 -0.931 -0.555
H2 0.034 -0.906 -2.089
H3 -1.392 0.938 -0.979
H4 -0.416 0.846 0.581
H5 0.127 2.064 -2.283
H6 1.498 1.698 -1.078
H7 -0.701 3.337 0.637
H8 -1.106 -2.238 -1.332
H9 -0.467 -2.085 0.231
H10 -0.730 -5.784 1.640
H11 -1.630 -5.143 0.559
O1 -1.499 -5.220 1.541
H12 1.967 2.420 2.187
H13 2.306 3.817 2.093
O2 1.754 3.160 2.721

Decreasing stability: model one, model two

Model one:
C10H18N2O5 | wB97M-V/def2-TZVPD

molecular weight: 246.26 g mol⁻¹
multiplicity: 1
HOMO energy: -10.24 eV
lowest unoccupied orbital energy: 0.15 eV
Kohn-Sham gap: 10.38 eV

Positions of all 35 atoms, in Å:
C1 -2.437 1.184 -0.325
C2 -1.162 0.415 -0.025
C3 -3.623 0.151 -0.634
C4 -3.809 -0.840 0.595
C5 0.917 -0.652 -0.745
C6 0.479 -2.101 -0.751
C7 1.925 -0.241 0.349
C8 3.010 -1.324 0.551
C9 2.393 1.180 0.065
C10 3.474 1.438 1.118
H1 -1.662 2.824 -0.968
H2 -3.233 2.841 -1.437
H3 -2.915 1.585 0.657
H4 -3.229 -0.616 -1.440
H5 -4.490 0.588 -0.981
H6 -2.427 -1.909 -0.120
H7 -0.369 0.833 -1.790
H8 1.482 -0.424 -1.591
H9 1.422 -0.484 1.281
H10 2.554 -2.375 0.672
H11 3.396 -1.230 1.639
H12 3.958 -1.295 -0.194
H13 2.900 1.087 -0.937
H14 1.620 2.109 -0.091
H15 3.220 0.664 2.126
H16 4.619 1.234 0.573
H17 3.315 2.639 1.736
H18 -0.709 -1.712 0.930
N1 -2.313 2.135 -1.291
N2 -0.215 0.358 -0.873
O1 -1.060 -0.201 1.163
O2 -4.402 -0.508 1.660
O3 -3.242 -2.089 0.414
O4 0.975 -2.837 -1.570
O5 -0.362 -2.427 0.237

Model two:
C10H18N2O5 | wB97M-V/def2-TZVPD

molecular weight: 246.26 g mol⁻¹
multiplicity: 1
HOMO energy: -10.11 eV
lowest unoccupied orbital energy: 0.31 eV
Kohn-Sham gap: 10.42 eV

Positions of all 35 atoms, in Å:
C1 -1.988 -1.094 0.542
C2 -0.756 -0.295 0.061
C3 -3.307 -0.332 0.298
C4 -3.266 1.082 0.877
C5 -3.744 -0.364 -1.178
C6 -5.156 0.157 -1.381
C7 1.665 0.089 0.538
C8 1.853 1.581 0.253
C9 2.286 -0.738 -0.620
C10 3.785 -0.987 -0.528
H1 -2.150 -0.820 2.561
H2 -2.262 -2.350 2.080
H3 -1.965 -2.020 -0.104
H4 -4.035 -0.913 0.881
H5 -2.640 1.749 0.274
H6 -2.908 1.098 1.910
H7 -4.252 1.528 0.907
H8 -3.678 -1.389 -1.508
H9 -3.038 0.207 -1.752
H10 -5.886 -0.383 -0.753
H11 -5.461 0.024 -2.419
H12 -5.246 1.230 -1.179
H13 0.172 -0.932 1.710
H14 2.232 -0.090 1.440
H15 2.058 -0.266 -1.610
H16 1.844 -1.752 -0.649
H17 4.050 0.768 0.272
H18 0.180 1.628 -0.676
N1 -1.767 -1.520 1.935
N2 0.313 -0.330 0.876
O1 -0.757 0.320 -1.016
O2 2.924 2.111 0.521
O3 4.262 -2.004 -0.972
O4 4.557 -0.051 0.034
O5 0.880 2.254 -0.347

Decreasing stability: model two, model one

Model one:
C3H7O2S | wB97M-V/def2-TZVPD

molecular weight: 107.15 g mol⁻¹
multiplicity: 1
HOMO energy: -3.96 eV
lowest unoccupied orbital energy: 3.93 eV
Kohn-Sham gap: 7.89 eV
charge: -1

Positions of all 13 atoms, in Å:
O1 -1.076 1.314 -1.534
C1 -1.448 2.098 -0.668
O2 -1.112 2.174 0.559
H1 -2.196 2.877 -0.944
C2 1.319 -1.246 -0.405
C3 0.206 -1.310 0.639
S1 0.390 0.059 1.857
H2 2.267 -1.133 0.129
H3 1.179 -0.331 -0.977
H4 1.364 -2.117 -1.067
H5 -0.790 -1.229 0.206
H6 0.259 -2.234 1.222
H7 -0.363 1.078 0.983

Model two:
C3H7O2S | wB97M-V/def2-TZVPD

molecular weight: 107.15 g mol⁻¹
multiplicity: 1
HOMO energy: -4.37 eV
lowest unoccupied orbital energy: 3.78 eV
Kohn-Sham gap: 8.16 eV
charge: -1

Positions of all 13 atoms, in Å:
O1 1.207 -0.278 -1.176
C1 0.904 0.908 -1.016
O2 -0.046 1.361 -0.300
C2 1.776 1.996 -1.671
H1 1.274 2.942 -1.472
H2 2.771 1.941 -1.228
H3 1.898 1.837 -2.742
C3 -0.420 -2.127 1.162
S1 -1.622 -0.786 1.291
H4 -0.294 -2.478 0.141
H5 0.575 -1.813 1.470
H6 -0.800 -2.936 1.786
H7 -0.900 0.211 0.573

Decreasing stability: model two, model one